*1*
The following is a quantum chemistry calculation of the ion C3H6IN2O with charge +1, from OMol25.

Geometry (Å):
1 N 1.543 -0.416 -0.083
2 C 0.365 0.402 0.149
3 I 0.853 2.416 0.648
4 C -0.800 0.223 -0.936
5 N -1.610 -0.386 0.082
6 C -0.699 -0.272 1.162
7 O -0.830 -0.555 2.292
8 H 1.945 -0.755 0.797
9 H 2.342 0.007 -0.603
10 H 1.316 -1.305 -0.607
11 H -1.028 1.287 -1.166
12 H -0.833 -0.213 -1.960
13 H -2.565 -0.432 0.227

Values from the calculation:
- HOMO-LUMO gap: 9.9 eV
- Structure (SMILES): [NH3+][C@@]1(I)CNC1=O
- LUMO energy: -4.27 eV
- Net charge: +1


*2*
The following is a quantum chemistry calculation of the ion C3H6IN2O with charge +1, from OMol25.

Geometry (Å):
1 C 1.214 0.964 -0.263
2 C 0.505 -0.240 0.000
3 O 0.785 -1.400 0.013
4 N -0.977 0.144 0.497
5 C -1.964 -0.641 0.135
6 N -1.728 -1.948 0.006
7 I -3.965 0.188 -0.038
8 H 1.005 1.397 -1.245
9 H 1.085 1.682 0.408
10 H 2.326 0.837 -0.345
11 H -1.341 1.021 1.012
12 H -0.726 -2.224 -0.054
13 H -2.469 -2.559 -0.297

Values from the calculation:
- HOMO-LUMO gap: 10.1 eV
- Structure (SMILES): CC(=O)NC(=[NH2+])I
- LUMO energy: -4.51 eV
- Net charge: +1


Most favorable structure: *2*. The second most favorable one is 21.1 kcal/mol above it.


*1*
The following is a quantum chemistry calculation of the molecule C5H6O, from OMol25.

Geometry (Å):
1 O 0.619 1.932 0.213
2 C 0.731 1.047 1.029
3 C -0.100 -0.213 1.053
4 C -0.712 -0.585 -0.293
5 C -0.459 0.232 -1.525
6 C 0.185 -0.885 -1.453
7 H 1.463 1.144 1.857
8 H 0.513 -1.035 1.453
9 H -0.874 -0.030 1.814
10 H -1.665 -1.117 -0.212
11 H -0.704 1.140 -2.050
12 H 0.890 -1.590 -1.862

Values from the calculation:
- HOMO-LUMO gap: 10.2 eV
- Structure (SMILES): O=CCC1C=C1
- LUMO energy: 1.05 eV
- Net charge: 0


*2*
The following is a quantum chemistry calculation of the molecule C5H6O, from OMol25.

Geometry (Å):
1 O -1.281 2.117 -0.446
2 C -0.748 1.073 -0.148
3 C -1.384 -0.260 -0.130
4 C -0.435 -1.194 -0.074
5 C 0.907 -0.648 0.376
6 C 0.759 0.851 0.051
7 H -2.418 -0.455 -0.384
8 H -0.628 -2.170 -0.491
9 H 1.753 -1.137 -0.114
10 H 1.062 -0.794 1.456
11 H 1.147 1.546 0.798
12 H 1.266 1.072 -0.895

Values from the calculation:
- HOMO-LUMO gap: 10.1 eV
- Structure (SMILES): O=C1C=CCC1
- LUMO energy: 0.57 eV
- Net charge: 0


Most favorable structure: *2*. The second most favorable one is 55.4 kcal/mol above it.


*1*
The following is a quantum chemistry calculation of a cluster of 2 separate species, C5H6O in total, from OMol25.

Geometry (Å):
1 C 2.906 -0.096 -0.332
2 C 1.530 -0.130 0.032
3 C 0.231 0.512 0.294
4 C 0.608 -0.685 0.872
5 H 3.082 -0.960 -0.971
6 H 3.504 -0.322 0.613
7 H 3.282 0.852 -0.712
8 H 0.353 -1.462 1.628
9 C -3.820 0.561 -0.355
10 O -4.846 0.828 0.213
11 H -3.905 -0.227 -1.053
12 H -2.925 1.130 -0.230

Values from the calculation:
- HOMO-LUMO gap: 9.7 eV
- Structure (SMILES): CC1=C=C1.C=O
- LUMO energy: 0.73 eV
- Net charge: 0


*2*
The following is a quantum chemistry calculation of a structure of composition C5H6O, from OMol25.

Geometry (Å):
1 C -1.687 0.972 -0.149
2 C -0.618 -0.077 0.120
3 O -0.272 -0.470 1.330
4 C 0.341 -0.364 -0.809
5 C 1.535 -0.741 -0.173
6 C 1.582 -0.585 1.153
7 H -2.726 0.718 0.076
8 H -1.624 1.301 -1.196
9 H -1.412 1.838 0.466
10 H 0.288 -0.260 -1.874
11 H 2.279 -1.246 -0.760
12 H 2.315 -1.086 1.815

Values from the calculation:
- HOMO-LUMO gap: 9.0 eV
- LUMO energy: 0.59 eV
- Net charge: 0


Most favorable structure: *2*. The second most favorable one is 43.7 kcal/mol above it.


*1*
The following is a quantum chemistry calculation of the molecule C5H6O, from OMol25.

Geometry (Å):
1 C 1.882 -0.343 0.996
2 C 1.740 0.062 -0.264
3 C 0.509 0.177 -0.805
4 O 0.151 -0.297 -2.007
5 C -0.613 0.693 0.002
6 C -1.720 -0.050 0.128
7 H 0.962 -0.687 1.487
8 H 2.781 -0.344 1.603
9 H -0.797 -0.100 -2.076
10 H -0.488 1.622 0.550
11 H -2.588 0.330 0.656
12 H -1.818 -1.062 -0.271

Values from the calculation:
- HOMO-LUMO gap (alpha / beta): 8.2 / 8.2 eV
- Structure (SMILES): C=C=C(O)C=C
- LUMO energy (alpha / beta): 0.00 / 0.00 eV
- Net charge: 0


*2*
The following is a quantum chemistry calculation of the molecule C5H6O, from OMol25.

Geometry (Å):
1 C 0.004 1.834 -0.302
2 C -0.197 0.985 0.937
3 C 0.080 -0.395 0.632
4 C 0.020 -1.359 -0.105
5 C 0.201 -2.677 -0.613
6 O 0.205 -3.005 -1.775
7 H 0.982 1.705 -0.769
8 H -0.643 1.023 -1.090
9 H -0.238 2.907 -0.110
10 H -1.224 1.062 1.317
11 H 0.454 1.363 1.715
12 H 0.356 -3.443 0.162

Values from the calculation:
- HOMO-LUMO gap: 10.5 eV
- Structure (SMILES): CCC#CC=O
- LUMO energy: 0.20 eV
- Net charge: 0


Most favorable structure: *2*. The second most favorable one is 13.8 kcal/mol above it.


*1*
The following is a quantum chemistry calculation of the molecule C5H6O, from OMol25.

Geometry (Å):
1 C 0.974 0.796 2.240
2 C 0.047 0.589 1.292
3 C -0.107 0.704 -0.126
4 C -0.022 -0.460 -0.971
5 C -1.288 -1.013 -1.556
6 O -0.372 -0.345 -2.364
7 H 2.035 0.979 2.088
8 H -0.987 0.509 1.685
9 H 0.635 0.794 3.269
10 H 0.724 -1.228 -0.759
11 H -2.252 -0.541 -1.360
12 H -1.333 -2.098 -1.685

Values from the calculation:
- HOMO-LUMO gap: 7.5 eV
- LUMO energy: -0.67 eV
- Net charge: 0


*2*
The following is a quantum chemistry calculation of a structure of composition C5H6O, from OMol25.

Geometry (Å):
1 O 2.341 -0.328 0.657
2 C 1.181 -0.181 0.387
3 C 0.131 0.862 0.787
4 C -0.945 0.000 0.091
5 C -0.262 -0.511 -1.694
6 C 0.189 -1.014 -0.410
7 H 0.031 0.932 1.874
8 H 0.257 1.868 0.379
9 H -1.684 -0.521 0.700
10 H 0.213 0.481 -1.848
11 H -1.513 0.489 -0.723
12 H 0.061 -2.077 -0.200

Values from the calculation:
- HOMO-LUMO gap: 9.3 eV
- LUMO energy: 0.62 eV
- Net charge: 0


*3*
The following is a quantum chemistry calculation of a structure of composition C5H6O, from OMol25.

Geometry (Å):
1 C 1.216 -0.243 -0.836
2 C 0.695 1.007 -0.184
3 O -0.624 1.375 -0.479
4 C -0.887 0.928 0.849
5 C -1.563 -0.358 0.827
6 C -2.147 -1.413 0.939
7 H 0.487 -1.044 -0.708
8 H 2.175 -0.561 -0.410
9 H 1.360 -0.070 -1.907
10 H 1.352 1.881 -0.221
11 H 0.498 0.888 1.039
12 H -2.563 -2.391 1.092

Values from the calculation:
- HOMO-LUMO gap: 8.3 eV
- LUMO energy: 0.00 eV
- Net charge: 0


Most favorable structure: *2*. The second most favorable one is 23.0 kcal/mol above it.


*1*
The following is a quantum chemistry calculation of the ion C4H9N3 with charge +2, from OMol25.

Geometry (Å):
1 C 0.461 0.356 -1.553
2 C -1.602 0.894 -0.297
3 C 0.845 -0.444 0.628
4 C 1.708 -0.950 1.667
5 N -0.779 0.804 -1.321
6 N 1.218 -0.197 -0.573
7 N -2.731 0.403 -0.046
8 H 0.959 0.792 -2.473
9 H -0.158 -0.175 0.931
10 H 1.761 -0.252 2.588
11 H 2.687 -0.992 1.314
12 H 1.104 -1.836 1.904
13 H -1.192 1.375 -2.194
14 H 2.256 -0.281 -0.672
15 H -3.331 1.027 0.577
16 H -3.206 -0.525 -0.480

Values from the calculation:
- HOMO-LUMO gap (alpha / beta): 7.6 / 7.7 eV
- LUMO energy (alpha / beta): -10.16 / -10.16 eV
- Net charge: +2


*2*
The following is a quantum chemistry calculation of a cluster of 2 separate species, C4H9N3 in total, from OMol25.

Geometry (Å):
1 C -1.690 0.272 0.590
2 C 0.163 0.557 -0.436
3 C -1.389 2.624 -0.205
4 C 1.540 -2.800 0.316
5 N -1.077 -0.931 0.681
6 N -1.035 1.210 -0.085
7 N 0.003 -0.713 0.181
8 H 0.354 0.588 -1.538
9 H 1.068 1.321 -0.233
10 H -1.179 2.848 -1.334
11 H -2.229 2.867 0.259
12 H -0.763 3.272 0.351
13 H 2.481 -3.145 -0.045
14 H 1.543 -3.008 1.369
15 H 0.773 -3.316 -0.177
16 H 1.439 -1.647 0.306

Values from the calculation:
- HOMO-LUMO gap (alpha / beta): 9.1 / 8.1 eV
- LUMO energy (alpha / beta): -12.48 / -13.83 eV
- Net charge: +2


Most favorable structure: *1*. The second most favorable one is 149.8 kcal/mol above it.